A 3-piece molecular cluster, C5H15O3 overall. Source: the Open Molecules 2025 dataset; level of theory: ωB97M-V/def2-TZVPD.

Geometry as XYZ:
```
23
Properties=species:S:1:pos:R:3:forces:R:3
C -0.23794 1.24155 0.62456 1.298 -0.282 -3.675
O -0.58101 0.17791 1.34199 0.256 -0.305 1.328
C -0.52142 0.93301 -0.93639 2.730 0.117 0.164
C -0.06436 -0.47753 -1.17465 1.317 -1.640 -1.644
C 1.39092 -0.58735 -1.60478 2.091 2.967 2.723
C -0.87461 -1.17593 -2.29912 0.076 0.518 0.347
H -0.91903 2.04011 0.72859 -0.312 1.937 0.973
H 0.92251 1.59551 0.58524 -2.051 -0.464 0.627
H -0.01245 1.65538 -1.68410 -0.574 -0.894 1.178
H -1.52542 0.87560 -1.22046 -2.053 0.656 0.248
H -0.13159 -1.10923 -0.23068 -0.255 1.204 -1.072
H 1.90677 -1.49044 -1.49113 0.257 -1.941 1.115
H 1.82702 -0.35467 -2.51722 -0.850 0.874 -3.068
H 2.06042 0.20729 -1.07395 -1.097 -1.361 0.199
H -0.24724 -1.83088 -2.88318 0.405 0.395 -0.980
H -1.59110 -0.53973 -2.87044 0.797 -0.464 0.217
H -1.38779 -1.91554 -1.78037 -1.986 -1.238 0.825
H -0.46137 1.10327 2.73269 0.210 -0.300 -0.243
H 0.98339 1.64133 3.05154 -2.499 -0.098 0.763
O 0.02469 1.64189 3.39841 2.364 0.819 0.103
H -0.82269 -1.51357 3.42901 -2.407 -0.011 0.185
H 0.17600 -0.66976 2.56883 -0.845 -2.135 1.461
O 0.08632 -1.44822 3.30561 3.129 1.645 -1.776
```
Forces are in eV/Å.

Its charge is -1. The value obtained for the energy above the lowest of the compared OMol25 structures with the same formula, charge and spin is 207.53 kJ/mol. As for the HOMO-LUMO gap: 0.28291 Eh. For the largest force on an atom, the calculation gives 4.5 eV/Å.

---

C29H73FN3NbO10PS8 as an isolated structure. Source: the Open Molecules 2025 dataset; level of theory: ωB97M-V/def2-TZVPD.

Geometry as XYZ:
```
126
Properties=species:S:1:pos:R:3:forces:R:3
C -4.63653 2.96646 2.30394 -0.544 -0.201 -0.446
C -3.82133 3.55073 1.40967 1.208 1.847 1.514
Nb -1.66021 2.89501 1.38722 -0.501 -1.616 0.983
F -2.25818 1.26892 2.44543 0.505 0.812 -1.020
C 0.43016 2.08071 1.55731 0.408 1.371 0.339
C 1.47404 2.85171 2.40644 -0.098 -0.703 0.266
C 1.63627 2.25221 3.80872 -0.882 0.475 0.078
C 1.81060 0.72734 3.84258 0.896 0.883 0.493
C 2.70365 0.16308 2.74144 -0.331 -1.574 0.095
C 2.34802 -1.33213 2.53625 -0.082 0.230 -0.558
C 0.99884 -1.41606 1.83042 -0.374 0.325 0.187
S 0.59121 -3.11420 1.31762 0.493 -0.185 -0.145
C -0.88393 -2.86050 0.45816 -0.780 0.627 -0.598
N -2.06524 -3.21514 0.79001 -0.735 -0.958 1.368
N -2.95148 -2.84470 -0.19187 0.141 0.026 -0.316
C -2.22508 -2.25380 -1.08342 -1.087 -0.228 0.367
O -0.95670 -2.22336 -0.75564 1.978 0.426 -0.538
C -1.04105 4.62905 0.11637 0.014 -0.748 -0.041
C 0.08329 4.36036 -0.90691 -0.910 0.764 0.692
O 1.31956 4.63885 -0.27338 0.088 -0.198 -0.268
C 2.41735 4.73963 -1.15441 0.679 -0.222 -0.152
C 2.44900 3.72403 -2.29323 -0.652 -0.233 0.328
P -2.23437 1.46533 -0.73178 -0.169 0.080 -0.242
N -3.75022 0.66008 -0.51684 -0.042 0.431 -0.484
O -2.47853 2.48117 -2.05076 -0.142 -0.326 0.034
H -5.51511 2.39046 1.98465 -0.635 0.826 0.278
H -4.47140 3.04014 3.37490 0.685 -1.147 0.012
H -4.22216 4.28874 0.70929 -0.144 -1.259 -1.266
H -1.42306 3.80263 2.95665 -0.223 0.163 -0.030
H 0.80711 2.07032 0.52334 -0.322 0.046 -0.169
H 0.34090 1.03690 1.85008 -0.171 0.077 0.143
H 2.45893 2.87047 1.92505 -0.019 0.075 -0.127
H 1.13570 3.87751 2.52512 0.258 0.175 -0.098
H 0.70226 2.47322 4.34132 -0.031 -0.027 0.023
H 2.40748 2.78922 4.36600 0.028 -0.330 -0.285
H 2.31327 0.48269 4.78379 -0.104 -0.047 0.088
H 0.82988 0.26147 3.91239 -0.036 -0.138 -0.396
H 2.56564 0.61839 1.76174 0.111 0.407 0.138
H 3.76152 0.18263 3.01639 -0.172 0.429 0.039
H 3.07352 -1.79632 1.86167 0.199 -0.109 0.217
H 2.33773 -1.85295 3.49499 0.030 -0.145 -0.020
H 1.01745 -0.73137 0.98434 -0.024 -0.312 -0.312
H 0.17877 -1.08726 2.46393 -0.014 -0.004 0.115
H -2.60225 -1.82134 -1.99033 0.290 0.279 -0.155
H -0.74218 5.42485 0.80651 0.110 0.015 0.000
H -1.93446 5.00631 -0.39598 -0.017 -0.034 -0.071
H -0.06483 5.03497 -1.76041 0.216 -0.150 -0.227
H 0.00553 3.32096 -1.22955 0.323 0.011 -0.359
H 3.30543 4.54826 -0.54367 -0.050 0.109 0.170
H 2.53645 5.75375 -1.55601 -0.286 0.046 -0.026
H 2.16344 2.75140 -1.88538 0.255 -0.135 -0.026
H 3.43169 3.67549 -2.75036 0.079 0.025 0.017
H 1.71910 3.94352 -3.06976 0.050 0.145 -0.089
H -3.65190 -0.22816 -0.04886 -0.089 -0.038 0.091
H -4.44302 1.24427 -0.05847 0.035 -0.156 0.312
H -2.85929 3.31322 -1.74731 -0.101 0.018 -0.020
C 1.17180 -4.34878 -5.37701 -0.007 -0.133 -0.080
S 1.26753 -3.40945 -3.84401 -0.154 0.164 0.038
O 2.67251 -3.48049 -3.37584 0.093 -0.127 -0.036
C 0.31623 -4.57427 -2.85831 -0.039 -0.160 0.053
H 1.74327 -3.81596 -6.13420 0.010 0.053 0.047
H 1.59670 -5.34200 -5.22848 0.021 0.021 0.053
H 0.13083 -4.42430 -5.69252 -0.003 0.032 0.013
H 0.79868 -5.55209 -2.87621 0.048 0.027 -0.037
H -0.69821 -4.64290 -3.25437 0.006 0.044 -0.008
H 0.28483 -4.20041 -1.83760 0.062 0.066 -0.019
C 5.78349 0.78778 6.85024 0.249 -0.070 0.038
S 4.78386 2.25873 6.58622 0.056 -0.091 0.154
O 4.27391 2.18888 5.19855 0.273 0.038 -0.024
C 6.15743 3.42105 6.58703 0.179 0.063 -0.028
H 5.11905 -0.07402 6.84158 -0.071 0.050 -0.012
H 6.51500 0.69338 6.04634 -0.124 0.040 -0.051
H 6.28124 0.85554 7.81896 -0.067 0.025 0.037
H 6.86687 3.14862 5.80466 -0.055 -0.079 -0.021
H 6.64361 3.41048 7.56320 -0.028 -0.006 0.011
H 5.75717 4.41385 6.39046 -0.074 -0.028 0.005
C -4.00550 -5.74643 -1.87490 0.069 0.110 -0.186
S -5.24279 -6.74756 -1.04917 0.058 0.108 0.142
O -5.06524 -8.14878 -1.52383 -0.046 -0.094 -0.141
C -6.65307 -6.06483 -1.92963 -0.084 0.034 -0.113
H -3.02662 -6.03870 -1.49979 -0.041 -0.025 0.091
H -4.05106 -5.91869 -2.95157 -0.067 -0.089 0.022
H -4.17659 -4.69387 -1.64884 0.019 -0.021 0.125
H -6.52553 -6.21374 -3.00230 0.052 -0.032 0.015
H -6.74227 -5.00304 -1.70044 0.029 -0.007 0.039
H -7.54627 -6.58643 -1.59158 0.037 -0.031 0.046
C -7.12029 3.00613 -2.78112 -0.001 -0.169 -0.037
S -7.08701 4.32169 -1.55459 -0.185 -0.069 -0.011
O -5.66547 4.65392 -1.31577 0.199 0.120 -0.068
C -7.62505 3.30430 -0.17319 -0.053 -0.116 0.067
H -6.77132 3.41802 -3.72581 0.018 0.062 0.033
H -6.45932 2.19618 -2.46930 0.051 0.055 0.044
H -8.14218 2.64257 -2.89650 -0.012 0.034 0.012
H -6.93068 2.47488 -0.03579 0.051 0.047 -0.035
H -8.63184 2.93156 -0.36636 -0.003 0.025 -0.024
H -7.63036 3.92518 0.72038 0.060 0.040 -0.028
C -6.34527 -11.20933 -1.88943 0.048 0.070 0.035
S -6.28510 -12.93102 -2.38879 0.023 0.086 -0.067
O -7.47493 -13.60777 -1.80689 0.000 -0.029 0.065
C -4.87146 -13.36885 -1.36714 0.090 -0.036 0.095
H -7.19343 -10.74119 -2.38400 -0.005 -0.055 -0.043
H -6.47024 -11.14115 -0.80921 0.004 -0.049 0.002
H -5.42830 -10.70546 -2.19359 -0.025 0.049 0.013
H -5.09602 -13.16167 -0.32082 -0.058 0.022 -0.020
H -4.00051 -12.79793 -1.68885 -0.021 0.014 -0.022
H -4.67822 -14.43199 -1.49633 -0.051 -0.001 -0.042
C 7.02310 2.11585 1.68195 0.105 0.134 -0.010
S 6.48573 0.56062 2.40046 -0.195 -0.019 -0.006
O 6.93948 0.54854 3.81801 0.278 -0.011 -0.058
C 7.62481 -0.47925 1.47464 0.164 -0.007 -0.039
H 6.45828 2.91587 2.15678 -0.073 -0.069 0.031
H 8.08918 2.25762 1.86486 -0.002 -0.058 0.036
H 6.81762 2.11017 0.61147 -0.052 -0.024 0.013
H 8.65196 -0.17051 1.67293 -0.022 0.032 0.041
H 7.40287 -0.40092 0.41032 -0.050 -0.002 0.011
H 7.48253 -1.50739 1.80096 -0.062 0.022 0.033
C 4.15904 8.38115 -4.74740 0.024 0.145 0.050
S 4.58136 6.63469 -4.83873 0.033 0.013 -0.133
O 3.63310 5.90843 -3.96325 0.057 0.095 -0.019
C 6.13408 6.77213 -3.94000 0.101 0.075 0.092
H 3.18818 8.51685 -5.21917 -0.005 -0.074 -0.008
H 4.10559 8.69279 -3.70406 -0.009 -0.067 0.015
H 4.90888 8.96566 -5.28151 0.002 -0.026 -0.020
H 5.95028 7.18944 -2.94964 -0.066 -0.018 -0.010
H 6.82363 7.40592 -4.49846 -0.013 -0.012 -0.026
H 6.55514 5.77355 -3.84311 -0.059 -0.027 -0.035
```
Forces are in eV/Å.

Its charge is -1. As for the HOMO-LUMO gap: 0.18438 Eh. For the largest force on an atom, the calculation gives 2.7 eV/Å.

---

C19H20N4O2Re as an isolated structure. Source: the Open Molecules 2025 dataset; level of theory: ωB97M-V/def2-TZVPD.

Geometry as XYZ:
```
46
Properties=species:S:1:pos:R:3:forces:R:3
N -1.66468 3.84051 0.10947 1.869 0.542 -0.284
C -0.75681 4.53770 -0.12774 -1.689 -0.913 0.434
C 0.33196 5.44790 -0.42083 0.478 0.440 -0.441
H -0.07351 6.43175 -0.72533 0.178 -0.451 0.153
H 0.95215 5.04981 -1.24976 -0.351 0.302 0.428
H 0.96703 5.58174 0.46490 -0.186 0.037 -0.207
N 2.40773 -1.56603 -1.03353 -5.300 3.454 0.932
C 3.32386 -2.16716 -1.23968 4.535 -2.964 -0.178
C 4.52489 -2.95202 -1.33180 -0.046 0.039 -0.448
H 5.18722 -2.49648 -2.06843 0.147 -0.035 -0.091
H 4.26435 -3.96224 -1.64930 0.028 -0.139 -0.059
H 5.01689 -2.98375 -0.36200 0.025 0.036 0.192
N -4.18225 -0.03723 0.09660 0.585 -0.611 -0.002
C -4.45184 -1.13903 -0.12998 -0.220 0.359 0.064
C -4.84452 -2.51297 -0.41859 -0.409 -0.328 -0.094
H -4.32455 -3.20746 0.25610 -0.213 0.171 -0.160
H -4.59959 -2.76892 -1.46151 -0.179 0.099 0.353
H -5.93936 -2.62188 -0.27232 0.602 0.055 -0.094
Re 0.61634 -0.40360 -0.83636 2.759 -1.706 3.003
C 0.21645 -1.82150 0.71318 -2.266 -4.036 3.395
O -0.11266 -2.61837 1.50516 2.017 4.186 -4.095
C 1.75439 0.52859 0.72909 2.892 3.760 3.608
O 2.35037 1.14213 1.53282 -3.156 -3.625 -4.357
C 0.59673 1.25031 -2.45671 2.474 3.191 -0.567
C -0.64822 1.24742 -1.88517 -1.732 2.155 0.863
C -1.39864 0.09197 -1.88732 -2.899 0.832 1.007
C -0.90029 -1.04852 -2.45239 -1.638 -3.584 -0.733
C 0.38101 -1.07427 -2.96611 0.516 -1.776 -2.143
C 1.13657 0.09211 -2.96721 2.024 0.072 -2.288
H 1.17944 2.22819 -2.55059 -0.754 -1.497 0.296
H -1.09053 2.17834 -1.46800 0.355 -0.572 -0.070
H -2.43177 0.12080 -1.46700 0.758 -0.103 -0.119
H -1.55542 -1.97483 -2.54665 0.997 1.223 0.303
H 0.78205 -1.99852 -3.45343 -0.376 0.798 0.664
H 2.14572 0.09859 -3.45922 -0.964 0.032 0.713
C -2.44472 1.59014 3.74998 -0.006 0.635 0.251
C -1.41299 2.35914 3.19558 -0.834 -0.444 0.572
C -0.66337 1.80226 2.12567 0.141 -0.368 -0.958
N -0.90625 0.59720 1.61069 -0.064 -0.125 -0.062
C -1.92083 -0.11725 2.13035 0.653 0.266 -1.046
C -2.71780 0.35598 3.19507 -0.781 -0.038 0.754
H -3.02871 1.98019 4.58211 0.061 -0.102 -0.139
H -1.14394 3.34846 3.53466 -0.152 0.128 0.207
H 0.13950 2.38724 1.68178 -0.160 -0.088 0.190
H -2.12853 -1.08790 1.68322 -0.009 0.220 0.230
H -3.52807 -0.30161 3.53909 0.290 0.474 0.022
```
Forces are in eV/Å.

As for the spin multiplicity: 4. Its charge is +4. The value obtained for the energy above the lowest of the compared OMol25 structures with the same formula, charge and spin is 63.72 kJ/mol. As for the HOMO-LUMO gap (spin up / spin down): 0.29452 / 0.19736 Eh. For the largest force on an atom, the calculation gives 6.5 eV/Å.

---

A 5-piece molecular cluster, C12H37N2O7 overall. Source: the Open Molecules 2025 dataset; level of theory: ωB97M-V/def2-TZVPD.

Geometry as XYZ:
```
58
Properties=species:S:1:pos:R:3:forces:R:3
O -3.64569 19.57226 -18.39484 -1.249 1.154 1.003
H -2.80564 19.84612 -18.01945 1.293 0.743 1.020
H -3.58947 19.11066 -19.23471 0.123 -1.347 -3.032
H -4.17361 19.04244 -17.79302 -0.655 -0.234 0.873
C -5.57612 18.86912 -22.10102 0.599 -0.490 0.165
C -4.31610 17.97265 -21.86547 -0.012 1.154 -1.771
C -3.39707 17.78489 -23.12445 0.273 -1.020 -0.068
O -2.15627 17.06440 -22.79695 -0.838 0.384 -0.122
C -1.47426 16.57716 -23.97677 -2.534 -1.236 0.570
N -3.49500 18.65155 -20.90432 0.145 -0.560 1.912
H -6.41749 18.33474 -22.54220 0.132 0.069 -0.067
H -5.35833 19.77649 -22.66436 0.164 -0.229 -0.356
H -5.86576 19.25537 -21.12378 -0.227 -0.266 0.123
H -4.62839 16.98403 -21.52900 0.140 -0.003 0.167
H -2.98197 18.66256 -23.61993 -0.875 0.754 0.222
H -4.01151 17.23625 -23.83828 0.285 -0.323 -0.395
H -2.24180 16.00786 -24.50107 -0.243 -0.139 -0.455
H -0.85767 15.74645 -23.63349 0.972 0.869 -0.168
H -1.18534 17.31411 -24.72614 0.867 0.252 0.623
H -3.41335 19.61661 -21.19083 0.524 0.209 -0.297
H -2.63401 18.12688 -20.96376 0.785 0.628 0.249
C 0.39570 19.02466 -16.99110 -0.169 -1.180 -0.091
C -1.05406 18.79311 -16.56171 0.601 -1.710 0.503
C -1.21216 17.71860 -15.30884 0.175 0.593 -2.516
O -1.13928 18.31169 -14.03429 -1.341 0.061 -0.998
C -1.94866 17.58199 -13.10147 1.438 0.136 0.415
N -1.85236 19.97567 -16.31857 0.755 1.144 1.489
H 0.76589 18.06056 -17.33980 -0.023 -0.371 0.217
H 1.07658 19.27382 -16.17721 -0.116 0.677 -0.162
H 0.48463 19.57151 -17.92979 0.011 0.813 0.458
H -1.56546 18.47110 -17.46884 0.358 -1.681 0.154
H -0.55754 16.84824 -15.35385 0.815 0.296 -0.260
H -2.14180 17.23833 -15.61414 -0.938 0.254 0.902
H -3.02531 17.58770 -13.27138 0.000 0.307 -0.314
H -1.68358 18.03678 -12.14701 -0.406 -0.181 0.095
H -1.58047 16.55606 -13.10716 -0.229 -0.239 0.193
H -1.16882 20.62843 -15.96248 0.241 1.090 -0.542
H -2.25604 19.84036 -15.40269 -1.061 -0.345 0.282
C -5.14723 16.37045 -17.30738 -1.111 1.152 0.272
C -5.62086 17.43915 -16.22913 1.649 0.121 -1.035
O -5.91983 18.78764 -16.76219 0.207 -1.906 -0.090
O -3.99099 16.67601 -18.08741 -0.124 0.946 0.588
H -6.00225 16.35137 -17.98317 -0.026 -0.450 -0.224
H -5.05355 15.41531 -16.79064 -0.017 0.050 0.028
H -4.81812 17.64476 -15.52101 0.013 -0.546 0.374
H -6.48930 16.99246 -15.74500 -0.024 0.135 -0.003
H -6.37728 19.18132 -16.01564 -0.092 0.579 -0.153
H -3.39379 15.93465 -18.21126 -0.254 -0.201 0.241
C -2.03505 22.20176 -19.76680 0.114 0.462 -0.842
C -2.33496 22.11480 -21.27337 0.268 1.173 0.768
O -3.62826 21.54920 -21.51027 0.227 0.632 0.272
O -1.48894 20.99772 -19.35566 0.301 -1.715 1.278
H -2.91006 22.54361 -19.21398 -0.536 -0.750 -0.026
H -1.31860 22.95429 -19.43741 0.157 0.562 -0.986
H -1.62685 21.54520 -21.87524 0.443 -0.044 0.518
H -2.18315 23.16803 -21.50950 -0.852 0.186 -1.023
H -4.00151 21.96782 -22.28938 -0.116 0.010 -0.088
H -0.55380 21.17113 -19.22509 -0.009 -0.428 0.107
```
Forces are in eV/Å.

Its charge is +1. The value obtained for the energy above the lowest of the compared OMol25 structures with the same formula, charge and spin is 298.00 kJ/mol. As for the HOMO-LUMO gap: 0.37475 Eh. For the largest force on an atom, the calculation gives 3.3 eV/Å.